A 2-piece molecular cluster, C4H14N3 overall in a non-equilibrium geometry, computed with ωB97M-V/def2-TZVPD.

HOMO-LUMO gap = 11.411 eV
M = 104.18 u
E_HOMO = -14.50 eV
energy above the lowest of the compared OMol25 structures with the same formula, charge and spin = 38.5 kJ/mol
lowest unoccupied orbital energy = -3.1 eV

ORCA input file:
```
! RIJCOSX wB97M-V def2-TZVPD def2/J DEFGRID3
* xyz 1 1
C -0.41668 -2.45539 1.85953
C 0.27799 -2.49787 0.49043
H -1.15191 -1.66564 2.01634
H -1.05033 -3.34929 1.90187
H 0.27296 -2.51366 2.69542
H -0.26723 -1.93852 -0.27212
H 0.40311 -3.47570 0.02529
H 1.30739 -2.14698 0.58015
C 0.60464 0.84210 0.84702
C -0.19842 1.69724 -1.32718
N -1.16705 1.87321 -2.23875
N -0.33214 0.91144 -0.29209
N 0.87836 2.50437 -1.40412
H -2.03870 1.35915 -2.21788
H -0.91946 2.42851 -3.04703
H -1.22188 0.46435 -0.11397
H 1.39963 2.67586 -0.56442
H 1.16873 2.87744 -2.30116
H 0.23039 0.13210 1.57241
H 0.68107 1.79487 1.36510
H 1.53953 0.48242 0.42515
*
```

An isolated molecule of C15H18N4O3 in a non-equilibrium geometry, computed with ωB97M-V/def2-TZVPD.

SMILES = N[C@@H](Cc1c[nH]cn1)C(=O)N[C@@H](Cc1ccccc1)C(=O)O
HOMO-LUMO gap = 9.405 eV
M = 302.33 u
E_HOMO = -8.87 eV
energy above the lowest of the compared OMol25 structures with the same formula, charge and spin = 426.8 kJ/mol
lowest unoccupied orbital energy = 0.5 eV

ORCA input file:
```
! RIJCOSX wB97M-V def2-TZVPD def2/J DEFGRID3
* xyz 0 1
N 2.77434 3.08097 -0.93554
C 2.38206 1.65924 -0.77808
C 3.65878 0.97420 -0.26764
C 3.57714 -0.50943 -0.30444
C 4.69745 -1.30320 -0.18787
N 4.37324 -2.59500 -0.29946
C 3.02766 -2.69949 -0.23010
N 2.56159 -1.45290 -0.35546
C 1.24420 1.61578 0.28366
O 1.38964 2.11692 1.40108
N 0.12227 0.73654 0.01581
C -0.76189 0.41941 1.12243
C -2.33100 0.75997 1.02961
C -3.42392 0.15874 0.13909
C -4.76272 0.46431 0.47291
C -5.86003 -0.00533 -0.31701
C -5.51054 -1.07736 -1.33877
C -4.08208 -1.22326 -1.56377
C -3.03819 -0.69856 -0.79551
C -0.48445 -0.88424 1.77615
O -1.29568 -1.36625 2.47945
O 0.83451 -1.35146 1.77905
H 2.57761 3.60454 -0.04436
H 2.16388 3.50713 -1.67060
H 1.95138 1.29406 -1.66448
H 4.48736 1.39324 -0.85136
H 3.69791 1.54831 0.78398
H 5.68790 -1.12127 -0.25590
H 5.13323 -3.12583 -0.57783
H 2.57127 -3.66454 -0.34942
H -0.08046 0.16642 -0.83045
H -0.38844 1.05411 1.99886
H -2.14823 1.86275 0.85873
H -2.75444 0.58506 2.02855
H -4.85872 1.13026 1.30725
H -6.92094 0.37768 -0.12777
H -6.23199 -1.68806 -1.75942
H -3.64385 -1.98944 -2.19252
H -1.99005 -0.78445 -1.18714
H 1.65417 -0.96957 1.40827
*
```

An isolated molecule of C3H3IO in a non-equilibrium geometry, computed with ωB97M-V/def2-TZVPD.

HOMO-LUMO gap = 8.744 eV
M = 181.96 u
E_HOMO = -8.83 eV
energy above the lowest of the compared OMol25 structures with the same formula, charge and spin = 292.1 kJ/mol
lowest unoccupied orbital energy = -0.1 eV

ORCA input file:
```
! RIJCOSX wB97M-V def2-TZVPD def2/J DEFGRID3
* xyz 0 1
C -0.73092 0.90402 -1.15362
C -0.01445 0.09854 -0.36496
C 0.52789 -0.46083 1.90698
O -0.03403 0.28778 0.96732
I -1.48562 2.79341 -0.62539
H -0.71197 0.65101 -2.14383
H 0.44963 -0.72646 -0.74311
H 0.20188 -0.10405 2.87228
*
```

C9H15F6IN3O6PtS2 as an isolated structure in a non-equilibrium geometry, computed with ωB97M-V/def2-TZVPD.

HOMO-LUMO gap (alpha / beta) = 5.272 / 5.856 eV
M = 761.34 u
E_HOMO (alpha / beta) = -2.65 / -4.53 eV
energy above the lowest of the compared OMol25 structures with the same formula, charge and spin = 0.0 kJ/mol
lowest unoccupied orbital energy (alpha / beta) = 2.6 / 1.3 eV

ORCA input file:
```
! RIJCOSX wB97M-V def2-TZVPD def2/J DEFGRID3
* xyz -1 3
Pt -13.99090 7.72363 -3.05579
F -12.17258 12.41598 -5.59254
C -11.81479 11.09973 -5.74188
F -11.54466 10.94721 -7.07392
F -10.65104 10.84861 -5.12862
S -13.30957 9.96358 -5.31111
O -13.03815 8.83130 -6.14017
O -14.58660 10.65899 -5.42369
N -12.96436 9.59428 -3.67044
S -13.34732 10.89882 -2.61294
O -13.73664 12.09102 -3.32016
O -14.06337 10.55666 -1.41096
C -11.71699 11.17933 -1.87172
F -11.33018 10.04384 -1.21731
F -11.88732 12.17151 -0.94475
F -10.69409 11.54011 -2.68780
C -15.73345 8.19579 -2.71624
H -15.85922 8.95241 -1.94260
H -16.15044 8.30973 -3.71608
N -10.41512 6.07621 -1.95480
C -11.64905 6.60071 -1.99144
O -12.26478 6.73998 -3.17365
C -12.30701 6.83417 -0.79602
I -16.36444 6.20342 -2.29341
H -10.14113 5.39997 -2.70107
H -10.10106 5.95475 -0.97818
H -12.84299 7.75813 -0.54515
H -12.21545 6.04491 -0.09126
C -9.73838 7.78245 -5.49651
N -9.25382 6.52048 -5.02259
C -7.99032 6.54765 -4.35982
C -10.00764 5.41840 -4.82090
C -11.18717 5.21920 -5.78447
O -9.75771 4.54526 -3.99025
H -9.71154 8.50612 -4.64557
H -10.79454 7.66836 -5.74196
H -9.16067 8.19046 -6.34810
H -7.52333 7.57459 -4.48961
H -7.28343 5.83435 -4.77986
H -8.03644 6.32327 -3.27258
H -11.04946 5.81865 -6.71170
H -12.11177 5.53000 -5.32293
H -11.23324 4.19686 -6.10581
*
```

C41H105AsF6N7O10 as an isolated structure in a non-equilibrium geometry, computed with ωB97M-V/def2-TZVPD.

HOMO-LUMO gap (alpha / beta) = 2.025 / 6.053 eV
M = 1045.24 u
E_HOMO (alpha / beta) = 1.75 / -2.28 eV
lowest unoccupied orbital energy (alpha / beta) = 3.8 / 3.8 eV

ORCA input file:
```
! RIJCOSX wB97M-V def2-TZVPD def2/J DEFGRID3
* xyz -2 2
As -0.58673 0.20604 -0.18231
F -1.66781 1.61552 0.29182
F -1.92706 -0.20289 -1.32422
F 0.47106 -1.10858 -0.60606
F 0.62642 0.81087 1.02624
F -1.40850 -0.81650 1.00718
F 0.17186 1.26958 -1.43204
C 0.96132 -1.06775 3.94561
C 2.47944 -1.12035 4.16362
C 2.80541 -2.08591 5.30915
C 2.63472 -3.57715 4.95288
C 3.59367 -3.84452 3.78033
C 3.28823 -2.97421 2.52533
N 3.16658 -1.56611 2.93008
O 3.06880 -0.58239 1.88114
C 4.49422 -3.12725 1.53278
C 1.90856 -3.43183 1.89950
C 3.04511 0.26041 4.56951
H 0.47746 -1.94513 4.37479
H 0.64104 -0.90411 2.91666
H 0.60060 -0.14831 4.40672
H 3.85141 -1.99512 5.60195
H 2.36201 -1.71821 6.23451
H 1.59600 -3.84723 4.76256
H 2.96464 -4.21501 5.77287
H 3.73972 -4.91514 3.63697
H 4.60081 -3.62748 4.13625
H 4.36669 -2.38692 0.74301
H 5.41693 -3.02528 2.10402
H 4.53281 -4.07395 0.99393
H 1.66619 -2.84408 1.01412
H 2.04384 -4.46629 1.58376
H 1.03045 -3.42281 2.54520
H 2.67168 1.00376 3.86518
H 4.13212 0.20504 4.51078
H 2.76488 0.66802 5.54081
H 2.15759 -0.61113 1.58036
C 3.24302 -3.51136 -2.56730
C 3.69141 -2.34852 -3.51834
C 3.26012 -0.94989 -2.95393
C 4.19304 -0.50260 -1.84257
C 5.64642 -0.47981 -2.35937
C 6.13944 -1.82644 -2.93910
N 5.14153 -2.35564 -3.86017
O 5.54148 -3.47764 -4.46708
C 7.40288 -1.50693 -3.78674
C 6.42646 -2.84128 -1.82380
C 2.84181 -2.57777 -4.76387
H 3.56905 -3.44660 -1.52922
H 3.55084 -4.48626 -2.94537
H 2.15804 -3.44225 -2.48897
H 3.30962 -0.14349 -3.68563
H 2.25464 -1.03978 -2.54280
H 4.03059 -1.13565 -0.97024
H 4.01206 0.51570 -1.49847
H 6.18838 -0.18325 -1.46135
H 5.66012 0.23185 -3.18486
H 7.21523 -1.05497 -4.76072
H 8.06337 -0.86395 -3.20499
H 7.91010 -2.45356 -3.97308
H 7.25277 -2.43073 -1.24350
H 5.58670 -3.16232 -1.20749
H 6.74179 -3.76622 -2.30665
H 2.99398 -1.76602 -5.47521
H 1.77355 -2.57662 -4.54727
H 3.05648 -3.48673 -5.32584
H 5.54796 -3.23222 -5.39516
C 3.25818 3.03160 -1.63561
O 2.40286 4.08160 -1.16092
H 3.97067 2.80697 -0.84188
H 2.62290 2.15820 -1.78289
H 3.77740 3.29205 -2.55793
H 2.89851 4.90065 -1.23221
C -0.73294 -1.18322 -4.40045
O -2.07350 -1.00252 -4.00526
H -0.37631 -2.21279 -4.37039
H -0.67618 -0.79758 -5.41837
H -0.07387 -0.53762 -3.82000
H -2.13502 -1.01802 -3.04736
C -4.70742 2.09880 2.97986
O -4.04017 2.17397 1.73715
H -5.75845 1.85428 2.82609
H -4.32046 1.40672 3.72778
H -4.66155 3.16059 3.22194
H -4.15776 1.30452 1.34750
C -3.85908 -5.03340 -5.16496
C -2.85075 -5.00490 -4.01445
C -3.42692 -4.73299 -2.64399
O -2.30778 -4.67445 -1.74500
C -2.30521 -3.78288 -0.61916
N -2.09753 -6.22865 -3.92571
H -4.51604 -4.16466 -5.12285
H -4.50261 -5.91311 -5.15651
H -3.41530 -4.98092 -6.15915
H -2.07073 -4.29309 -4.28463
H -4.03248 -5.58851 -2.34484
H -3.98664 -3.79944 -2.70128
H -3.09456 -4.08218 0.07036
H -2.35002 -2.75036 -0.96555
H -1.45778 -3.88202 0.05917
H -1.52265 -6.06707 -3.11115
H -1.51518 -6.22035 -4.75087
C -2.42290 6.17763 5.57332
C -2.13847 5.45813 4.27637
C -1.83505 3.97975 4.57533
O -1.65835 3.15636 3.37346
C -1.23972 1.87916 3.77842
N -3.33575 5.53877 3.53710
H -2.48628 7.26300 5.49554
H -1.57621 5.97875 6.23033
H -3.19489 5.79609 6.24157
H -1.23605 5.90588 3.86012
H -2.52213 3.42042 5.21028
H -0.89153 3.98761 5.12104
H -1.85524 1.37339 4.52235
H -0.24524 1.82532 4.22136
H -1.20197 1.20059 2.92623
H -4.01082 5.19722 4.20623
H -3.73642 6.46587 3.53020
C 2.77569 3.16982 2.17312
C 1.30132 3.75987 2.09331
C 1.48020 5.30948 2.04539
O 0.27816 5.95593 1.67775
C 0.57386 7.39757 1.68379
N 0.63702 3.39653 0.88991
H 3.52235 3.68834 1.57167
H 2.87083 2.12121 1.89120
H 3.13549 3.32301 3.19055
H 0.69452 3.45597 2.94626
H 2.22974 5.62085 1.31783
H 1.76802 5.61227 3.05215
H 0.47570 7.77308 2.70234
H -0.12726 7.99225 1.09822
H 1.50522 7.64686 1.17533
H 0.72840 2.39088 0.91043
H 1.27007 3.67143 0.15250
C -6.81831 0.03609 0.47780
C -5.66479 -0.99435 0.64275
C -5.68424 -2.25445 -0.29212
O -6.82987 -3.09857 -0.12718
C -6.85553 -4.26479 -0.96806
N -4.43212 -0.20552 0.50736
H -7.84483 -0.25739 0.69737
H -6.91175 0.34652 -0.56287
H -6.59571 0.95890 1.01351
H -5.85177 -1.34880 1.65641
H -4.78837 -2.86688 -0.39428
H -5.67727 -1.93142 -1.33314
H -6.83546 -3.94489 -2.00987
H -7.78077 -4.77521 -0.70063
H -6.02358 -4.92768 -0.73029
H -4.22334 -0.07573 -0.47226
H -3.63356 -0.74069 0.81721
C -1.11363 2.95164 -4.03759
C -1.85903 3.55001 -2.89130
C -3.20186 2.86222 -2.54568
O -3.91237 3.60671 -1.52497
C -5.27787 3.15739 -1.44078
N -0.91460 3.62185 -1.80252
H -0.99372 1.87858 -3.88836
H -0.25733 3.59152 -4.25066
H -1.69205 2.98249 -4.96094
H -2.07575 4.52815 -3.32069
H -3.16893 1.80050 -2.30124
H -3.85867 3.00671 -3.40348
H -5.89168 3.34656 -2.32144
H -5.78966 3.48452 -0.53570
H -5.33384 2.07260 -1.35030
H -0.71876 2.65162 -1.60153
H -0.07246 3.95667 -2.24839
*
```

An isolated molecule of C10H11P in a non-equilibrium geometry, computed with ωB97M-V/def2-TZVPD.

SMILES = c1ccc(P2CC23CC3)cc1
HOMO-LUMO gap = 9.581 eV
M = 162.17 u
E_HOMO = -8.56 eV
energy above the lowest of the compared OMol25 structures with the same formula, charge and spin = 228.7 kJ/mol
lowest unoccupied orbital energy = 1.0 eV

ORCA input file:
```
! RIJCOSX wB97M-V def2-TZVPD def2/J DEFGRID3
* xyz 0 1
C -3.50278 0.19165 0.02521
C -2.57997 -0.34783 -0.78833
C -1.28071 -0.38665 -0.29296
C -1.00034 0.30538 0.85672
P 0.75947 0.65530 1.37956
C 1.26233 1.89264 0.00741
C 1.85064 0.57378 -0.14727
C 3.29456 0.15538 -0.16973
C 2.28021 -0.37430 -1.17786
C -2.00500 0.97758 1.59669
C -3.27726 0.84197 1.21008
H -4.53167 0.18000 -0.30916
H -2.74455 -0.74024 -1.80927
H -0.64906 -1.18976 -0.62768
H 1.84260 2.70112 0.41314
H 0.46918 2.14439 -0.80489
H 3.76928 -0.42158 0.53688
H 3.82869 0.94047 -0.68814
H 2.42464 -0.17251 -2.16871
H 1.99402 -1.41018 -1.01825
H -1.69229 1.69937 2.37651
H -4.03251 1.22299 1.86905
*
```